# 1
An isolated molecule of C11H16OSe in a non-equilibrium geometry, computed with the ωB97M-V functional and the def2-TZVPD basis.

ΔE to the lowest compared entry with this formula, charge and spin ... 6.2 kcal/mol
LUMO level ... 0.021 Eh
HOMO-LUMO gap ... 9.125 eV

XYZ file:
```
29
Properties=species:S:1:pos:R:3:forces:R:3:lowdin_charge:R:1
C 3.1810 -1.7667 0.3343 1.303 -0.659 -0.877 -0.0618
C 2.1168 -2.1690 1.1596 0.659 2.771 -3.091 -0.0622
C 2.9217 -1.0672 -0.8557 1.646 0.126 -0.844 -0.1060
C 0.9107 -1.6077 0.8247 -2.396 -0.505 0.659 -0.1034
C 1.7008 -0.6994 -1.3200 -2.701 -0.241 2.262 -0.0470
C 0.6943 -0.9330 -0.3892 -3.062 0.752 1.546 -0.1771
C -0.0635 2.1782 -0.1150 -0.313 0.175 -1.718 -0.0430
C -0.9661 0.8691 1.6887 0.911 0.147 -0.008 -0.0895
C -2.4807 1.5156 -0.2999 -0.289 -0.004 1.078 -0.0562
C -0.7977 -0.2960 -0.5497 2.116 -1.565 0.395 -0.6192
C -1.0478 1.0099 0.2059 -1.220 1.615 -0.704 -0.5768
O -1.0076 -0.0167 -1.8628 -0.575 1.519 -0.743 -0.0474
Se -2.1300 -1.7916 0.0574 3.460 -0.364 3.414 0.9157
H 4.2667 -2.0566 0.4413 -1.466 0.221 0.417 0.1190
H 2.1500 -2.7019 2.0155 0.747 -1.763 2.559 0.0694
H 3.6657 -0.7121 -1.5578 1.004 -0.552 0.502 0.1045
H 0.0195 -1.8028 1.5669 1.800 0.490 -1.701 0.1084
H 1.3853 -0.1666 -2.1920 0.692 0.228 -0.614 0.1153
H -0.1884 2.6005 -1.1669 -0.256 -0.483 1.255 0.0956
H -0.3101 3.0176 0.6187 0.995 -1.159 -0.937 0.1080
H 0.9605 1.7590 -0.1839 -0.251 0.697 0.956 0.0822
H -1.3694 -0.0614 1.9570 -1.802 -0.710 1.067 0.0204
H 0.0353 0.6858 2.0372 0.987 0.421 -0.191 0.0796
H -1.2757 1.8054 2.1473 -0.609 -0.465 0.404 0.0942
H -3.2751 0.7323 -0.2487 0.868 0.222 -0.289 0.0489
H -2.2731 1.7881 -1.3684 -0.944 0.325 1.209 0.0843
H -2.9651 2.2938 0.4178 1.383 -0.666 -1.558 0.1121
H -0.9057 -0.7719 -2.4051 0.257 -1.385 -0.765 0.0915
H -2.9524 -1.6347 -0.9574 -2.945 0.812 -3.683 -0.2594
```
Forces are in eV/Å.

# 2
An isolated molecule of C11H16OSi in a non-equilibrium geometry, computed with the ωB97M-V functional and the def2-TZVPD basis.

ΔE to the lowest compared entry with this formula, charge and spin ... 77.4 kcal/mol
LUMO level (spin up / spin down) ... -0.077 / -0.077 Eh
HOMO-LUMO gap (spin up / spin down) ... 5.974 / 5.975 eV

XYZ file:
```
29
Properties=species:S:1:pos:R:3:forces:R:3:lowdin_charge:R:1
C 1.3748 2.8918 -0.4122 -0.477 0.096 -0.521 -0.0490
C 2.6386 2.5211 0.0928 -1.441 -1.596 -0.988 -0.0264
C 0.4571 1.9033 -0.6433 -0.451 0.604 -1.441 -0.0133
C 3.0691 1.2373 0.2477 -3.961 1.228 -0.680 -0.1071
C 0.7944 0.5318 -0.4169 1.373 1.540 0.747 -0.2114
C 2.1256 0.2413 0.0899 -1.168 -2.006 0.220 -0.1721
C -0.1078 -0.4641 -0.5739 0.176 -3.485 1.553 0.0422
C -3.2478 -0.3441 1.3057 1.798 -2.483 0.890 -0.0574
C -2.1489 -1.6620 -1.4037 -1.784 1.521 -0.046 -0.0390
C -1.7608 -0.6585 0.9876 -0.095 -0.510 0.585 -0.1653
C -1.5738 -0.5058 -0.5497 1.244 -0.190 -0.148 -0.3862
O 2.0812 -2.8438 0.5213 -1.237 -0.446 -0.554 -0.4764
Si 2.8185 -1.5009 0.5552 0.581 0.156 -1.045 0.3158
H 1.2523 3.9093 -0.8345 -0.171 -0.694 0.743 0.1226
H 3.3870 3.1863 0.0983 2.362 3.010 0.402 0.0756
H -0.4466 2.1007 -1.2581 0.556 0.088 0.723 0.1284
H 4.0592 1.0703 0.3191 3.144 -0.936 0.835 0.0716
H 0.2413 -1.5313 -0.3271 0.331 1.407 -0.667 0.1389
H -3.6414 -0.7537 2.2392 0.340 0.164 -0.007 0.0888
H -3.7706 -0.7835 0.5232 -1.468 -0.854 -1.264 0.0359
H -3.3923 0.6674 1.2397 -0.394 2.614 0.098 0.0482
H -3.2063 -1.2204 -1.5523 1.375 -1.439 -0.419 0.1020
H -2.2346 -2.6995 -1.0065 0.461 0.969 -0.008 0.1027
H -1.5743 -1.6037 -2.3380 -0.600 -0.502 0.011 0.0844
H -1.1063 0.0199 1.5568 -0.181 -0.119 -0.313 0.1182
H -1.3637 -1.6946 1.2059 -0.932 0.948 0.144 0.1437
H -1.9917 0.3993 -0.9506 -0.400 0.682 0.203 0.1255
H 3.8012 -1.0924 -0.5363 0.376 -0.518 0.020 -0.0033
H 3.4667 -1.3215 1.8205 0.640 0.751 0.925 -0.0376
```
Forces are in eV/Å.